84
Properties=species:S:1:pos:R:3:forces:R:3:lowdin_charge:R:1 method="wB97M-V/def2-TZVPD" mol_weight_g_mol=559.6 de_lowest_ev=0.0000 e_homo_ev="-9.61 / -9.61" spin_multiplicity=1 charge=+1
Sc -0.322306 -0.827004 -3.515239 -1.077 1.094 3.974 0.8434
C -0.263081 -3.096915 1.198005 -0.153 0.099 -0.064 -0.1464
C 1.040256 -2.922711 0.657350 0.106 -0.102 0.176 -0.1269
C 0.960114 -1.849908 2.690496 -0.008 0.451 0.291 -0.0904
C -0.311599 -2.449168 2.461723 0.048 0.124 -0.032 -0.1214
C 1.789832 -2.130657 1.572242 0.145 0.183 -0.093 -0.1158
C -1.374947 -3.839592 0.570081 -0.148 -0.407 -0.008 -0.0014
H -1.006780 -4.534568 -0.191280 -0.106 0.089 0.135 0.0843
H -2.105095 -3.169775 0.091562 0.118 -0.049 0.203 0.0943
H -1.901964 -4.422649 1.337856 -0.030 0.131 -0.297 0.0968
C -1.451795 -2.441267 3.396425 -0.083 -0.247 0.236 0.0079
H -2.041373 -3.354735 3.285785 -0.042 0.132 0.001 0.0904
H -2.119235 -1.586344 3.233026 0.122 -0.028 -0.070 0.1043
H -1.097499 -2.391735 4.429290 -0.106 0.086 -0.101 0.0931
C 1.356588 -1.086045 3.885750 0.237 -0.362 0.358 0.0167
H 0.810422 -1.429043 4.774191 0.075 0.165 -0.221 0.0952
H 1.142134 -0.012662 3.749923 -0.131 -0.068 -0.278 0.0985
H 2.430629 -1.199144 4.080994 -0.227 0.106 -0.070 0.0949
C 3.190784 -1.697418 1.419289 0.261 -0.263 0.060 -0.0027
H 3.694288 -1.707815 2.388845 0.024 0.043 -0.092 0.0937
H 3.256182 -0.671732 1.028640 -0.229 -0.108 0.055 0.0591
H 3.727878 -2.363879 0.742197 0.034 0.094 0.021 0.0893
C 1.566301 -3.562297 -0.569893 0.096 0.106 -0.348 -0.0070
H 2.049428 -4.530170 -0.353782 -0.134 0.269 0.007 0.1190
H 2.313034 -2.916493 -1.041309 -0.030 -0.149 0.039 0.0773
H 0.769271 -3.751540 -1.297504 0.124 -0.030 0.113 0.0747
C -1.686291 -0.025535 -4.889277 -1.186 -0.130 -0.967 -0.2024
C -2.085948 -1.347075 -4.642534 -1.470 -0.427 -0.634 -0.2243
C -1.188434 -2.486293 -4.815595 -0.497 -0.288 -0.723 -0.1389
C 0.870737 -2.235871 -4.796721 1.619 -0.600 -0.480 -0.1426
C 1.668588 -1.387462 -3.905817 1.456 -0.430 -0.759 -0.2352
C 1.553680 0.024509 -3.797825 0.438 -0.378 -0.185 -0.2240
C 0.895871 0.850668 -4.866721 1.528 0.670 -0.260 -0.1628
C -0.407185 0.344798 -5.602239 -0.995 0.705 -1.540 -0.1837
H -1.130984 -2.906689 -5.835539 0.598 0.371 0.633 0.1173
H 0.944849 -2.064739 -5.886193 -0.282 -0.030 0.733 0.1000
H -1.262433 -3.310849 -4.074079 -0.686 0.373 -0.462 0.0972
H -0.126903 -0.418509 -6.343439 -0.163 0.407 0.240 0.1188
H -2.356890 0.823170 -4.758492 -0.132 -0.479 0.190 0.1246
H -3.122211 -1.549532 -4.280375 1.060 0.455 0.410 0.1416
H -0.700176 1.275831 -6.133255 0.350 -0.766 0.005 0.1475
H 0.744459 1.895616 -4.539847 0.005 -0.556 0.095 0.1313
H 1.994866 0.565300 -2.954871 0.024 -0.346 -0.343 0.0885
H 1.620770 0.904109 -5.707832 -0.526 0.095 0.374 0.1494
H 0.979077 -3.302061 -4.542388 0.298 0.551 -0.334 0.1008
H 2.400170 -1.905566 -3.288985 -0.515 0.092 0.354 0.1113
P -2.245319 1.755389 -0.026127 0.604 -0.793 -0.382 0.9724
P 1.893156 1.628542 0.240822 0.758 0.577 0.741 0.8914
C -0.737562 1.939056 -1.180101 -0.335 0.819 0.190 -0.3941
C 0.619405 2.530444 -0.775481 0.188 0.125 -0.185 -0.4159
H -1.136909 2.641582 -1.943127 0.212 -0.469 0.178 0.0777
H -0.582169 0.961851 -1.670474 -0.070 -0.398 -0.214 0.0144
H 1.197044 2.649046 -1.706203 -0.451 0.423 -0.017 0.0467
H 0.454851 3.508122 -0.295089 0.043 -0.377 -0.292 0.0778
C 2.481901 3.072778 1.322889 -0.524 -0.314 0.470 -0.2532
H 2.797917 2.699617 2.309671 -0.014 0.079 -0.334 0.0372
H 1.641761 3.757876 1.508798 0.244 -0.295 -0.071 0.0258
H 3.314359 3.625501 0.861935 -0.312 -0.285 0.062 0.0353
C 3.355411 1.883935 -0.895392 -0.109 -0.031 -0.629 -0.3447
H 3.224543 2.847977 -1.416613 0.321 -0.315 0.031 0.0391
H 3.415071 1.067452 -1.629925 0.172 0.248 0.014 -0.0023
H 4.311479 1.917176 -0.349339 -0.417 -0.114 -0.068 0.0398
C -3.494138 1.799934 -1.390352 -0.168 0.157 -0.048 -0.3117
H -4.297883 1.084365 -1.179032 0.051 0.260 -0.005 0.0360
H -3.060362 1.550360 -2.368292 -0.084 -0.011 0.078 0.0102
H -3.915423 2.814137 -1.430658 0.020 -0.327 -0.168 0.0396
C -2.237019 -0.112876 0.133947 0.012 0.210 -0.050 -0.3054
H -1.469728 -0.402691 0.848908 0.046 0.043 0.175 0.0041
H -2.000833 -0.617324 -0.826394 -0.160 0.098 -0.027 0.0064
H -3.230385 -0.448251 0.473310 0.366 0.037 -0.080 0.0448
O -0.588154 3.431494 1.856689 0.457 -1.141 0.136 -0.0954
C -0.463907 2.377388 2.528473 -0.203 0.410 -0.489 -0.6677
O 0.134227 1.294793 2.184948 -0.760 0.641 0.101 -0.1737
C -1.044415 2.442170 3.921033 0.100 -0.141 0.648 -0.1330
C -1.129886 3.724707 4.475658 0.127 -0.200 0.318 -0.0243
C -1.326633 3.893370 5.844676 -0.166 -0.358 -0.047 -0.0757
C -1.551676 2.772218 6.654791 -0.016 -0.147 -0.311 -0.0911
C -1.597649 1.489265 6.078853 -0.017 0.235 -0.149 -0.0928
C -1.324852 1.313145 4.716222 0.148 0.687 0.022 -0.0454
H -0.974733 4.577135 3.813867 0.048 -0.293 0.229 0.1159
H -1.289358 4.901586 6.258447 -0.109 -0.322 0.042 0.1036
H -1.701471 2.891376 7.729817 0.014 -0.050 -0.336 0.0999
H -1.837449 0.621698 6.696618 0.101 0.260 -0.092 0.0947
H -1.310300 0.317113 4.259553 0.070 0.424 0.217 0.0782